1.
A 2-piece molecular cluster, C7H19ClN2Si overall at a distorted geometry. Source: OMol25; level of theory: ωB97M-V with the def2-TZVPD basis set.

The total energy is -30947.2556 eV. As for the spin multiplicity: 1. As for the lowest unoccupied orbital energy: 0.786 eV. The calculation puts the HOMO energy at -8.916 eV. The total charge is 0.

Cartesian coordinates (Å):
C -0.16 2.29 2.76
C 1.74 0.48 2.31
C 1.45 2.46 0.74
C 0.17 0.69 -1.95
C -1.94 -2.61 -1.67
C -0.45 -4.26 -2.38
C 0.67 1.45 1.67
N -0.95 0.63 -1.06
N -0.82 -3.16 -1.50
Si -0.66 0.51 0.62
Cl -2.52 1.15 1.07
H -1.03 1.68 3.09
H 0.64 2.45 3.47
H -0.64 3.19 2.35
H 2.48 0.20 1.46
H 1.37 -0.40 2.76
H 2.28 1.06 3.08
H 0.86 3.00 -0.05
H 1.91 3.28 1.31
H 2.24 1.93 0.17
H 1.11 0.35 -1.49
H 0.03 -0.03 -2.83
H 0.48 1.70 -2.29
H -2.04 -1.69 -1.01
H -2.70 -3.02 -2.39
H -0.58 -0.89 0.86
H 0.02 -5.04 -1.81
H -1.37 -4.78 -2.82
H 0.27 -3.81 -3.07
H -1.84 1.20 -1.42

For each atom in turn, the natural (NBO) charge in e is: -0.619, -0.605, -0.621, -0.415, -0.085, -0.446, -0.471, -1.104, -0.403, 1.574, -0.413, 0.221, 0.209, 0.222, 0.210, 0.218, 0.205, 0.213, 0.211, 0.205, 0.190, 0.189, 0.184, 0.207, 0.146, -0.217, 0.202, 0.167, 0.211, 0.415


2.
An isolated ion of composition C3H7N4S and charge +1 at a distorted geometry. Source: OMol25; level of theory: ωB97M-V with the def2-TZVPD basis set.

The total energy is -20010.0583 eV. As for the spin multiplicity: 1. As for the lowest unoccupied orbital energy: -3.247 eV. The calculation puts the HOMO energy at -13.861 eV. The total charge is +1.

Cartesian coordinates (Å):
C -0.31 1.70 0.57
C 0.92 1.88 0.10
C 1.34 -0.75 0.26
N 0.13 -0.86 0.65
N 2.14 -1.82 0.15
N -1.84 0.04 -0.38
N -0.88 0.17 0.64
S 2.24 0.75 -0.28
H -0.97 2.34 0.85
H 1.22 3.00 0.02
H 1.84 -2.71 0.43
H 3.10 -1.72 0.09
H -2.39 -0.85 -0.50
H -1.45 0.31 -1.23
H -1.46 -0.09 1.44

For each atom in turn, the natural (NBO) charge in e is: -0.036, -0.352, 0.341, -0.418, -0.747, -0.644, -0.081, 0.360, 0.219, 0.295, 0.420, 0.408, 0.414, 0.377, 0.446


3.
C8H9NO4 as an isolated structure at a distorted geometry. Source: OMol25; level of theory: ωB97M-V with the def2-TZVPD basis set.

The total energy is -18114.7760 eV. As for the spin multiplicity: 1. As for the lowest unoccupied orbital energy: 0.401 eV. The calculation puts the HOMO energy at -9.354 eV. The total charge is 0.

Cartesian coordinates (Å):
C -0.62 -0.17 1.82
C -0.96 0.90 1.16
C 0.28 -1.23 1.31
C -0.55 1.09 -0.25
C 0.76 -1.10 -0.14
C 0.25 0.05 -0.90
C -0.38 2.53 -0.66
C 1.11 -2.34 -0.91
N 1.48 0.75 -2.21
O 2.66 0.62 -1.90
O 0.97 1.31 -3.10
O 1.55 -0.78 0.99
O -1.01 0.11 -1.33
H -1.14 -0.41 2.73
H -1.74 1.71 1.40
H 0.28 -2.17 1.73
H -0.53 2.50 -1.73
H 0.61 2.87 -0.36
H -1.07 3.38 -0.10
H 2.07 -2.22 -1.38
H 0.25 -2.70 -1.54
H 1.12 -3.24 -0.31

For each atom in turn, the natural (NBO) charge in e is: -0.168, -0.194, 0.051, 0.149, 0.155, 0.339, -0.646, -0.650, 0.523, -0.391, -0.337, -0.445, -0.441, 0.217, 0.228, 0.197, 0.254, 0.237, 0.219, 0.242, 0.235, 0.227